No. 1
C3H8N2S as an isolated structure, computed with ωB97M-V/def2-TZVPD.

```
14
C3H8N2S, DFT ωB97M-V/def2-TZVPD
S -0.6716 1.9472 -0.9859
N 1.6447 -0.5563 0.5127
N 0.3452 1.3009 0.1731
C -2.4397 1.6870 -0.4017
C 1.6296 -1.9675 0.3774
C 0.7185 0.1474 -0.1997
H 0.2505 -0.3971 -1.0285
H 1.9477 -0.1462 1.3868
H 1.5776 -2.2486 -0.6700
H -2.8020 0.7789 -0.7946
H 2.5675 -2.3577 0.8293
H -2.4877 1.6382 0.6765
H 0.7353 -2.3867 0.8807
H -3.0156 2.5604 -0.7562
```

Calculated values
Energy relative to the best compared isomer or geometry (same formula, charge and spin) ... 160.0 kJ/mol
Total energy ... -17055.07220 eV
Gap between HOMO and LUMO ... 8.88 eV
Maximum force ... 2.5 eV/Å
HOMO ... -7.917 eV
2S+1 ... 1

***

No. 2
A 2-piece molecular cluster, C3H8N2S overall, computed with ωB97M-V/def2-TZVPD.

```
14
C3H8N2S, DFT ωB97M-V/def2-TZVPD
S 1.5415 0.0106 0.0146
N 0.9385 -0.8979 1.1315
N 0.3327 -0.4207 -1.1991
C -0.4519 -1.3634 0.9593
C -0.6129 -1.3646 -0.5589
C 0.5962 2.3495 0.1068
H -0.0993 0.4886 -1.4501
H -0.6446 -2.3829 1.2470
H -1.0573 -0.7219 1.4527
H -0.3907 -2.3982 -0.9419
H 0.4749 2.3176 1.1611
H -1.6503 -0.9967 -1.0268
H 1.3384 3.1101 -0.4008
H -0.3152 2.2699 -0.4954
```

Calculated values
Energy relative to the best compared isomer or geometry (same formula, charge and spin) ... 470.7 kJ/mol
Total energy ... -17051.85181 eV
Gap between HOMO and LUMO (alpha / beta) ... 8.11 / 7.84 eV
Maximum force ... 3.8 eV/Å
HOMO (alpha / beta) ... -7.917 / -7.653 eV
2S+1 ... 1

***

No. 3
C3H8N2S as an isolated structure, computed with ωB97M-V/def2-TZVPD.

```
14
C3H8N2S, DFT ωB97M-V/def2-TZVPD
S 0.1429 -1.0846 -2.0655
N -0.2472 -0.2032 0.9942
N -0.7800 -1.7001 -0.7091
C -0.5062 -1.3596 0.5668
C 0.6130 2.1178 0.8784
C 0.1075 0.7609 0.0583
H 1.3190 1.8152 1.7620
H -1.0232 1.0460 -0.4193
H 0.7368 -2.7068 -2.1785
H 0.9799 0.4995 -0.6908
H -1.1191 -2.7447 -0.9771
H 1.1245 2.7616 0.0979
H -0.3313 2.7475 1.3014
H -1.0165 -1.9496 1.3813
```

Calculated values
Energy relative to the best compared isomer or geometry (same formula, charge and spin) ... 487.2 kJ/mol
Total energy ... -17051.68043 eV
Gap between HOMO and LUMO ... 8.13 eV
Maximum force ... 5.6 eV/Å
HOMO ... -8.596 eV
2S+1 ... 1

***

No. 4
A 2-piece molecular cluster, C3H8N2S overall, computed with ωB97M-V/def2-TZVPD.

```
14
C3H8N2S, DFT ωB97M-V/def2-TZVPD
S -1.7479 0.4965 1.1977
N -0.5086 -1.1398 -0.7971
N 0.8361 1.5891 -0.6495
C -0.0926 0.0690 1.2744
C 0.9163 0.5475 0.2600
C 0.3706 -0.7778 0.2365
H 0.0397 2.2864 -0.3094
H 0.0533 -0.2976 2.2432
H -2.1578 0.1240 -0.0641
H -0.3259 -0.9667 -2.0270
H 0.6363 1.1190 -2.0369
H -0.9642 -2.0575 -0.5649
H 1.8916 0.5662 0.8939
H 1.0532 -1.5584 0.3432
```

Calculated values
Energy relative to the best compared isomer or geometry (same formula, charge and spin) ... 583.7 kJ/mol
Total energy ... -17050.68041 eV
Gap between HOMO and LUMO ... 8.56 eV
Maximum force ... 5.6 eV/Å
HOMO ... -8.334 eV
2S+1 ... 1

***

No. 5
C3H8N2S as an isolated structure, computed with ωB97M-V/def2-TZVPD.

```
14
C3H8N2S, DFT ωB97M-V/def2-TZVPD
S 1.6547 0.4858 0.0361
N 1.0414 0.7651 1.4507
N 0.7145 -0.8772 -0.2791
C -0.1344 -0.0314 1.5975
C -0.0292 -1.3926 0.8601
C -0.6621 1.5397 -2.1862
H 0.5417 -2.0771 1.4920
H -0.6171 1.2800 -3.2726
H -0.9440 -1.7702 0.5607
H -1.0602 0.5136 1.2890
H -0.4333 2.5740 -1.8695
H -0.2218 -0.3497 2.6419
H 1.1839 -1.5164 -0.9208
H -1.0342 0.8564 -1.3999
```

Calculated values
Energy relative to the best compared isomer or geometry (same formula, charge and spin) ... 484.3 kJ/mol
Total energy ... -17051.71093 eV
Gap between HOMO and LUMO (alpha / beta) ... 7.44 / 8.84 eV
Maximum force ... 4.0 eV/Å
HOMO (alpha / beta) ... -7.162 / -8.614 eV
2S+1 ... 1

***

No. 6
One molecule with the formula C3H8N2S, computed with ωB97M-V/def2-TZVPD.

```
14
C3H8N2S, DFT ωB97M-V/def2-TZVPD
S 0.3462 -0.0186 -1.0648
N -0.2577 -0.4185 0.4643
N 1.7618 0.2025 1.4909
C 0.5892 -0.2953 1.5201
C -0.6628 1.4151 -1.4755
C -1.5751 -1.0750 0.5367
H -1.7400 -1.5084 -0.4496
H -1.6048 -1.8987 1.2936
H -0.3634 1.8197 -2.4999
H -1.7509 1.2356 -1.4869
H -0.4776 2.2521 -0.7606
H -2.3693 -0.3393 0.7466
H 2.0046 0.5989 0.5571
H 0.1258 -0.6186 2.4627
```

Calculated values
Energy relative to the best compared isomer or geometry (same formula, charge and spin) ... 151.8 kJ/mol
Total energy ... -17055.15693 eV
Gap between HOMO and LUMO ... 9.38 eV
Maximum force ... 1.8 eV/Å
HOMO ... -8.644 eV
2S+1 ... 1